{
  "formula": "C3H5Cl2N",
  "method": "wB97M-V/def2-TZVPD",
  "symbols": ["H", "N", "C", "C", "Cl", "C", "Cl", "H", "H", "H", "H"],
  "positions_angstrom": [[-0.74538, -2.89736, 0.18647], [-0.36991, -2.08045, -0.26342], [-0.58206, -1.02721, 0.34598], [-0.50117, 0.30829, -0.42586], [-2.06957, 1.05332, -0.06944], [0.60082, 1.27449, -0.06292], [2.20950, 0.52900, -0.48542], [-1.00577, -1.06911, 1.42528], [-0.41944, 0.22443, -1.60158], [0.66787, 2.37934, -0.49065], [0.69460, 1.51412, 1.05667]],
  "forces_ev_per_a": [[0.5, -0.4, 0.7], [-0.1, -1.0, -1.8], [-0.7, 0.9, 1.5], [0.5, 0.4, -1.8], [-0.5, 0.5, 0.0], [1.9, 2.7, 1.9], [-0.5, 0.1, 0.0], [0.6, 0.9, -1.6], [-0.4, -0.6, 2.5], [-0.9, -2.7, 0.2], [-0.5, -0.8, -1.4]],
  "smiles": "[H]/N=C/[C@@H](Cl)CCl",
  "lumo_energy_ha": 0.0317,
  "homo_lumo_gap_ev": 11.135,
  "e_homo_ev": -10.3,
  "max_force_ha_per_bohr": 0.0737,
  "total_energy_ev": -29725.88338,
  "relative_energy_ev": 0.7295,
  "multiplicity": 1
}